No. 1
The following is a DFT calculation (wB97M-V/def2-TZVPD) of C3H9NO3 in the gas phase.

Properties
Energy relative to the best compared isomer or geometry (same formula, charge and spin), kJ/mol: 874.8
Energy, eV: -10881.5150

Each line ends with the Löwdin charge.
Element x y z (Å)
C  0.66118  -0.19359  0.08208  -0.501
C  -2.35888  0.23973  -0.07737  0.084
C  1.73594  0.71039  0.70049  0.005
N  0.56388  0.12424  -1.32554  0.091
O  -0.95626  -0.89149  0.94642  -0.274
O  -0.81653  0.49814  0.51045  -0.201
O  1.20264  -1.48920  0.17830  -0.008
H  0.56889  -2.11690  0.55766  0.108
H  -0.15380  -0.46965  -1.72868  0.086
H  1.43628  -0.05529  -1.80662  0.091
H  -2.37828  1.16321  -0.64970  0.074
H  -2.51597  -0.61828  -0.72215  0.085
H  -2.99354  0.29768  0.79895  0.091
H  1.77364  0.53454  1.77280  0.094
H  1.51818  1.75619  0.49938  0.084
H  2.71265  0.51030  0.26353  0.092

Atoms 1-3, force components in eV/Å:
2.1 0.5 -2.9
2.2 3.0 -0.9
-1.3 0.6 0.7

***

No. 2
The following is a DFT calculation (wB97M-V/def2-TZVPD) of 2 unconnected molecules or ions with the total composition C3H9NO3.

Properties
Energy relative to the best compared isomer or geometry (same formula, charge and spin), kJ/mol: 147.1
Structure (SMILES): CNCC(=O)O.O
Energy, eV: -10889.0573

Each line ends with the Löwdin charge.
Element x y z (Å)
C  0.04003  1.70684  -1.08496  -0.121
N  -0.82369  0.54965  -0.86021  -0.134
C  -0.28925  -0.75851  -1.10174  -0.183
C  -0.86728  -1.83045  -0.14627  -0.412
O  -1.57681  -2.84132  -0.38874  0.052
O  -0.51951  -1.48799  1.14808  0.043
H  0.83475  1.79105  -0.32474  0.078
H  -0.58659  2.61349  -1.04078  0.083
H  0.51043  1.65249  -2.08113  0.077
H  -1.63408  0.54938  -1.49271  0.123
H  -0.33371  -1.12504  -2.14535  0.129
H  0.77617  -0.71982  -0.80371  0.128
H  0.04711  -0.67785  1.26897  0.080
O  1.37712  0.16381  2.62959  -0.075
H  1.30952  -0.53380  3.32025  0.069
H  1.73579  0.94807  3.10346  0.064

Atoms 1-3, force components in eV/Å:
-0.1 -0.1 -0.5
-1.5 -0.2 -0.4
1.5 -1.3 0.0

***

No. 3
The following is a DFT calculation (wB97M-V/def2-TZVPD) of 2 unconnected molecules or ions with the total composition C3H9NO3.

Properties
Energy relative to the best compared isomer or geometry (same formula, charge and spin), kJ/mol: 120.5
Structure (SMILES): O=CNCCO.O
Energy, eV: -10889.3324

Each line ends with the Löwdin charge.
Element x y z (Å)
O  -1.05197  -1.33763  -2.20086  0.017
C  -1.20384  -1.08583  -1.02758  -0.368
N  -0.48525  -0.16996  -0.33419  0.033
C  -0.84542  0.19523  1.03021  -0.183
C  0.41626  0.73408  1.69230  -0.253
O  0.23926  0.99283  3.08030  -0.065
H  -1.94343  -1.60568  -0.39453  0.134
H  0.33467  0.22031  -0.76364  0.111
H  -1.21306  -0.66745  1.59326  0.121
H  -1.63618  0.94958  1.06035  0.126
H  0.70477  1.70668  1.29447  0.125
H  1.22409  0.02219  1.53117  0.120
H  -0.48215  0.43135  3.38962  0.078
O  2.26988  0.43232  -2.18880  -0.061
H  3.04819  0.46407  -2.75868  0.043
H  1.63183  -0.17575  -2.57309  0.024

Atoms 1-3, force components in eV/Å:
0.2 -0.2 -0.2
0.3 0.2 0.0
-0.9 -0.6 0.5

***

No. 4
The following is a DFT calculation (wB97M-V/def2-TZVPD) of 2 unconnected molecules or ions with the total composition C3H9NO3.

Properties
Energy relative to the best compared isomer or geometry (same formula, charge and spin), kJ/mol: 70.8
Structure (SMILES): C[C@H](N)C(=O)O.O
Energy, eV: -10889.8479

Each line ends with the Löwdin charge.
Element x y z (Å)
C  -1.46230  -1.09990  0.85237  -0.060
C  -0.75650  0.23574  0.79729  -0.368
N  -0.65336  0.69719  -0.59324  0.062
C  0.66490  0.21543  1.33923  -0.492
O  1.20415  1.13027  1.91284  0.101
O  1.32676  -0.90618  0.96917  0.097
H  -1.65902  -1.50040  1.84225  0.083
H  -0.95355  -1.84307  0.23985  0.079
H  -2.40684  -1.00038  0.31678  0.080
H  -1.33163  0.96140  1.35593  0.142
H  -0.28183  1.63507  -0.51619  0.081
H  -0.01629  0.13562  -1.13856  0.050
H  2.14509  -0.99413  1.47890  0.129
O  1.37154  0.38790  -2.94888  -0.058
H  0.63938  1.02197  -2.91407  0.034
H  2.16949  0.92348  -2.99368  0.041

Atoms 1-3, force components in eV/Å:
-0.4 -0.4 -0.9
0.3 -0.7 -0.2
-0.5 0.5 0.4

***

No. 5
The following is a DFT calculation (wB97M-V/def2-TZVPD) of 2 unconnected molecules or ions with the total composition C3H9NO3.

Properties
Energy relative to the best compared isomer or geometry (same formula, charge and spin), kJ/mol: 225.9
Structure (SMILES): NC(=O)CCO.O
Energy, eV: -10888.2403

Each line ends with the Löwdin charge.
Element x y z (Å)
N  -1.87824  -0.20978  -0.55273  0.145
C  -0.58631  -0.48620  -1.00399  -0.524
O  -0.45726  -0.52637  -2.23174  0.011
C  0.50711  -0.88817  0.04193  -0.083
C  0.68562  -0.18127  1.44719  -0.308
O  0.06266  -0.77672  2.54820  -0.111
H  -2.55511  -0.00317  -1.20682  0.060
H  -2.02890  0.17922  0.41715  0.125
H  0.31656  -1.95495  0.28087  0.121
H  1.31575  -0.47546  -0.58134  0.107
H  1.85221  -0.18438  1.73380  0.151
H  0.31484  0.85193  1.29588  0.104
H  -0.00529  -1.76166  2.19490  0.140
O  0.80796  1.83156  -1.42786  0.011
H  0.69290  2.26218  -2.26795  0.059
H  0.95551  2.32324  -0.68750  -0.009

Atoms 1-3, force components in eV/Å:
2.3 0.1 4.0
-2.5 0.1 -1.0
0.9 -0.5 2.0

***

No. 6
The following is a DFT calculation (wB97M-V/def2-TZVPD) of 2 unconnected molecules or ions with the total composition C3H9NO3P.

Properties
Energy relative to the best compared isomer or geometry (same formula, charge and spin), kJ/mol: 277.6
Energy, eV: -20179.5785
Charge: -1

Each line ends with the Löwdin charge.
Element x y z (Å)
C  2.30661  1.40112  -0.13675  -0.089
C  2.09010  -0.09952  0.12735  -0.347
C  -1.52978  -1.89312  -0.08599  -0.294
N  1.40738  -0.93260  -0.48606  0.056
O  -3.26448  0.20426  -0.51457  -0.213
O  -0.87264  0.83162  -0.91222  -0.370
O  -1.61898  0.33410  1.36231  -0.198
P  -1.66787  -0.14293  -0.16014  0.289
H  2.77052  1.76318  0.81574  0.062
H  2.98796  1.45091  -0.95870  0.045
H  1.42368  2.04354  -0.34578  0.067
H  -1.87629  1.25066  1.40440  0.045
H  2.57962  -0.60206  0.97304  0.081
H  -1.46107  -2.22300  0.95512  -0.052
H  -0.59513  -2.32613  -0.35789  -0.091
H  -3.43768  -0.70575  -0.54515  -0.046
H  0.75805  -0.35426  -1.13469  0.056

Atoms 1-3, force components in eV/Å:
-0.5 -0.3 2.0
0.6 0.5 1.1
-0.5 1.0 0.3

***

No. 7
The following is a DFT calculation (wB97M-V/def2-TZVPD) of 2 unconnected molecules or ions with the total composition C3H9NO3P.

Properties
Energy relative to the best compared isomer or geometry (same formula, charge and spin), kJ/mol: 353.4
Energy, eV: -20178.7936
Charge: -1

Each line ends with the Löwdin charge.
Element x y z (Å)
C  0.52570  1.50690  0.12864  -0.097
C  1.13495  0.10832  0.09113  -0.218
C  0.03830  -0.92117  -0.37476  -0.245
N  -0.76452  -1.52426  0.70082  -0.130
O  -1.82457  -2.46050  0.39154  -0.114
O  -3.63396  -0.62620  -0.68435  -0.612
O  -2.62796  0.90351  0.98655  -0.579
P  -3.50556  0.84220  -0.20104  0.486
H  1.23522  2.04879  0.76770  0.085
H  0.31912  1.82794  -0.80659  0.043
H  -0.34408  1.37135  0.59611  -0.015
H  1.51064  -0.38102  1.04657  0.123
H  1.87863  0.20615  -0.60193  0.051
H  -0.54669  -0.41566  -1.10061  0.078
H  0.35924  -1.86100  -0.83197  0.101
H  -1.12101  -0.67591  1.05846  0.030
H  -2.53590  -1.80838  0.16257  0.013

Atoms 1-3, force components in eV/Å:
3.8 -1.9 2.9
-2.7 -2.5 1.7
0.6 -2.2 -0.9

***

No. 8
The following is a DFT calculation (wB97M-V/def2-TZVPD) of 2 unconnected molecules or ions with the total composition C3H9NOS.

Properties
Energy relative to the best compared isomer or geometry (same formula, charge and spin), kJ/mol: 62.7
Structure (SMILES): NC=O.CSC
Energy, eV: -17629.5548

Each line ends with the Löwdin charge.
Element x y z (Å)
N  -3.07849  -4.59949  -2.40689  0.107
C  -4.27699  -4.99939  -1.91628  -0.433
O  -5.32515  -4.66526  -2.41239  0.013
H  -2.17262  -4.86469  -2.06040  0.091
H  -3.07604  -3.97088  -3.19180  0.100
H  -4.13361  -5.67277  -1.06182  0.122
C  1.24233  3.92672  1.19677  -0.402
S  2.46248  2.83529  0.35830  0.712
C  3.66106  2.49225  1.67289  -0.435
H  1.33431  3.84690  2.27930  0.032
H  0.28882  3.45871  1.00136  0.012
H  1.35340  4.90876  0.75121  0.021
H  3.20263  2.42181  2.66161  0.036
H  4.17810  1.58544  1.40955  0.020
H  4.33976  3.29660  1.71859  0.004

Atoms 1-3, force components in eV/Å:
0.4 0.4 -0.4
0.7 0.0 -0.4
-0.3 -0.1 0.4

***

> Number 7 is which compound?

C3H9NO3P

***

> energy relative to the best compared isomer or geometry (same formula, charge and spin) of number 5 (C3H9NO3)?

225.9 kJ/mol